Entry w
Computed, not measured: an isolated ion of composition C14H16N and charge +1, with wB97M-V/def2-TZVPD.

As for the multiplicity: 1. The value obtained for the LUMO energy is -4.517 eV. Its charge is +1.

XYZ file:
```
31
C14H16N, DFT wB97M-V/def2-TZVPD
C -1.78 2.01 0.21
C -0.64 1.67 0.48
C 4.20 0.28 -0.11
C 3.34 1.08 -0.95
C 3.57 -0.49 0.82
C 1.99 1.04 -0.69
C 2.22 -0.64 0.96
C 1.40 0.24 0.28
C -2.99 1.39 -0.39
C -2.31 -0.47 1.18
C -0.76 -0.45 1.52
C -2.52 -0.03 -0.34
C -0.03 0.46 0.57
C -0.73 -1.54 -1.41
N -1.17 -0.22 -1.00
H 5.27 0.31 -0.09
H 3.76 1.60 -1.76
H 4.18 -1.24 1.29
H 1.23 1.77 -1.22
H 1.86 -1.33 1.66
H -3.94 1.44 0.11
H -3.15 1.86 -1.32
H -2.66 -1.54 1.33
H -2.95 0.23 1.87
H -0.56 -0.11 2.49
H -0.34 -1.37 1.37
H -3.27 -0.79 -0.80
H -0.52 -2.03 -0.45
H -1.68 -1.99 -1.83
H 0.11 -1.59 -2.06
H -1.12 0.45 -1.70
```

=====

Entry x
Computed, not measured: an isolated ion of composition C14H16N and charge +1, with wB97M-V/def2-TZVPD.

As for the multiplicity: 1. The value obtained for the LUMO energy is -4.734 eV. Its charge is +1. The SMILES is C=CCCC#C/C(=[NH+]/C)c1ccccc1.

XYZ file:
```
31
C14H16N, DFT wB97M-V/def2-TZVPD
C -1.90 0.23 1.91
C -3.03 0.34 1.17
C -3.30 1.53 0.32
C -3.03 1.15 -1.22
C -1.89 0.27 -1.08
C -0.95 -0.55 -1.10
C 0.33 -1.06 -0.77
N 0.51 -2.38 -0.94
C 1.66 -3.17 -0.96
C 1.25 -0.15 -0.25
C 1.36 1.14 -0.78
C 2.39 1.95 -0.24
C 3.27 1.62 0.77
C 3.02 0.30 1.35
C 2.09 -0.58 0.85
H -1.14 1.03 1.98
H -1.69 -0.70 2.41
H -3.77 -0.43 1.19
H -2.71 2.46 0.48
H -4.42 1.87 0.41
H -2.61 1.94 -1.85
H -3.77 0.61 -1.76
H -0.15 -2.83 -1.46
H 1.47 -4.12 -0.57
H 1.97 -3.25 -1.98
H 2.48 -2.54 -0.43
H 0.72 1.48 -1.59
H 2.36 2.98 -0.72
H 4.17 2.17 1.18
H 3.49 0.14 2.28
H 1.84 -1.42 1.41
```

=====

Computed energies relative to the best structure, in kcal/mol: entry w 20.7; entry x 0.0

=====

Entry w
Computed, not measured: C10H24EuIO5P2S as an isolated structure, with wB97M-V/def2-TZVPD.

As for the multiplicity: 7. The value obtained for the LUMO energy (alpha / beta) is -6.834 / -11.136 eV. Its charge is +2.

XYZ file:
```
44
C10H24EuIO5P2S, DFT wB97M-V/def2-TZVPD
C 5.34 2.01 -3.05
C 4.12 1.17 -2.89
H 5.87 1.77 -3.98
H 6.00 1.83 -2.19
H 5.04 3.07 -3.06
O 3.61 0.32 -3.55
I 3.04 1.73 -0.84
Eu 0.42 0.69 0.41
P -1.20 2.01 -1.62
C -2.75 1.51 -2.42
C -1.91 3.15 -0.35
H -2.37 3.97 -0.91
H -1.19 3.99 -3.05
H -1.12 3.54 0.32
H 0.48 3.53 -2.50
H -3.38 0.97 -1.70
H -2.66 2.65 0.28
C -0.49 3.16 -2.87
H -3.26 2.42 -2.78
H -0.32 2.59 -3.79
H -2.53 0.84 -3.26
P 1.81 -1.83 1.14
C 1.22 -3.56 1.10
C 3.57 -2.13 0.72
H 2.34 -0.62 3.20
H 2.51 -2.40 3.40
H 0.89 -1.60 3.41
C 1.89 -1.60 2.97
H 4.10 -1.17 0.64
H 4.05 -2.77 1.48
H 1.88 -4.20 1.70
H 1.22 -3.90 0.06
H 3.62 -2.63 -0.26
H 0.20 -3.63 1.49
C -0.62 -1.31 -1.13
O -1.37 -2.15 -1.32
C -2.27 -1.61 2.57
S -2.00 0.12 2.17
O -1.95 0.18 0.65
O -3.04 0.94 2.73
O -0.59 0.46 2.59
H -3.32 -1.76 2.84
H -1.61 -1.80 3.42
H -2.00 -2.25 1.72
```

=====

Entry x
Computed, not measured: C10H24EuIO5P2S as an isolated structure, with wB97M-V/def2-TZVPD.

As for the multiplicity: 7. The value obtained for the LUMO energy (alpha / beta) is -10.148 / -10.210 eV. Its charge is +2.

XYZ file:
```
44
C10H24EuIO5P2S, DFT wB97M-V/def2-TZVPD
C 0.10 -0.10 -4.52
C 0.07 -0.07 -3.06
H 0.12 0.95 -4.89
H -0.80 -0.64 -4.89
H 1.00 -0.65 -4.86
O 0.03 0.88 -2.29
I 0.03 -2.84 -2.18
Eu 0.14 -0.67 -0.33
P 3.14 0.14 -0.23
C 3.81 1.41 0.90
C 3.67 -1.35 0.67
H 4.76 -1.39 0.73
H 5.30 -0.19 -1.18
H 3.31 -2.24 0.14
H 4.03 -0.43 -2.40
H 3.26 1.34 1.84
H 3.25 -1.36 1.68
C 4.36 0.20 -1.57
H 4.87 1.26 1.08
H 4.49 1.22 -1.93
H 3.65 2.40 0.46
P -2.84 0.27 -0.03
C -3.67 1.56 0.96
C -3.73 0.47 -1.60
H -3.48 -2.06 0.01
H -4.76 -1.01 0.70
H -3.29 -1.42 1.65
C -3.67 -1.19 0.65
H -3.29 -0.18 -2.37
H -4.77 0.17 -1.42
H -4.75 1.37 0.96
H -3.47 2.56 0.55
H -3.70 1.51 -1.95
H -3.29 1.52 1.99
C -0.66 2.10 0.20
O -0.56 3.24 0.39
C -0.88 -0.47 3.92
S 0.19 -1.24 2.69
O 0.90 -0.11 1.98
O 1.06 -2.16 3.41
O -0.68 -1.88 1.63
H -0.28 -0.29 4.82
H -1.73 -1.12 4.20
H -1.23 0.48 3.50
```

=====

Computed energies relative to the best structure, in kcal/mol: entry w 55.2; entry x 0.0

=====

Entry w
Computed, not measured: H12O6Pt as an isolated structure, with wB97M-V/def2-TZVPD.

As for the multiplicity: 3. The value obtained for the LUMO energy (alpha / beta) is -10.837 / -14.748 eV. Its charge is +2.

XYZ file:
```
19
H12O6Pt, DFT wB97M-V/def2-TZVPD
Pt 14.69 -14.30 -20.59
O 15.89 -11.02 -20.96
H 15.24 -10.37 -21.22
H 16.67 -10.52 -20.75
O 14.00 -17.73 -20.07
H 14.52 -18.13 -19.37
H 13.51 -18.46 -20.45
O 16.30 -15.89 -23.72
H 16.94 -16.59 -23.87
H 15.86 -15.79 -24.56
O 18.35 -14.87 -19.59
H 19.05 -15.52 -19.57
H 18.42 -14.41 -18.76
O 12.99 -13.73 -17.35
H 13.07 -14.16 -16.50
H 12.39 -13.00 -17.20
O 11.77 -13.32 -22.55
H 11.55 -13.71 -23.40
H 11.31 -12.49 -22.54
```

=====

Entry x
Computed, not measured: H12O6Pt as an isolated structure, with wB97M-V/def2-TZVPD.

As for the multiplicity: 3. The value obtained for the LUMO energy (alpha / beta) is -7.285 / -8.367 eV. Its charge is +2.

XYZ file:
```
19
H12O6Pt, DFT wB97M-V/def2-TZVPD
Pt 0.15 0.10 -0.01
O -1.17 -1.77 -0.05
H -2.13 -1.60 -0.04
H -1.08 -2.72 -0.22
O 2.00 -1.07 0.28
H 2.65 -1.06 1.00
H 2.15 -1.90 -0.20
O -0.38 0.28 2.12
H -1.11 0.58 2.67
H 0.32 0.02 2.74
O -1.67 1.27 -0.61
H -2.50 1.31 -0.11
H -1.84 1.74 -1.44
O 0.19 -0.49 -2.23
H -0.69 -0.79 -2.51
H 0.82 -0.93 -2.83
O 1.22 2.02 0.45
H 1.39 2.53 1.26
H 1.68 2.49 -0.26
```

=====

Computed energies relative to the best structure, in kcal/mol: entry w 173.0; entry x 0.0

=====

Entry w
Computed, not measured: H22HeO11 as an isolated structure, with wB97M-V/def2-TZVPD.

As for the multiplicity: 1. The value obtained for the LUMO energy is -0.227 eV.

XYZ file:
```
34
H22HeO11, DFT wB97M-V/def2-TZVPD
He -6.39 -18.58 6.64
O -4.08 -16.68 3.93
H -4.33 -16.13 3.18
H -4.90 -17.10 4.20
O -4.91 -20.56 10.32
H -5.77 -20.84 10.63
H -5.04 -19.65 10.06
O -5.46 -17.93 10.01
H -5.42 -17.65 10.92
H -4.87 -17.33 9.55
O -9.16 -17.31 5.88
H -9.43 -17.98 6.50
H -9.35 -16.48 6.32
O -5.40 -20.68 5.46
H -5.61 -20.45 4.56
H -6.15 -21.21 5.76
O -4.78 -14.63 5.95
H -5.67 -14.74 6.30
H -4.70 -15.32 5.29
O -7.71 -16.27 9.32
H -7.04 -16.92 9.52
H -7.38 -15.45 9.71
O -7.14 -14.37 6.99
H -7.18 -13.53 7.45
H -7.32 -15.03 7.66
O -6.78 -16.45 4.63
H -7.49 -16.79 5.17
H -7.16 -16.35 3.76
O -10.33 -19.33 7.60
H -9.83 -19.60 8.37
H -11.21 -19.69 7.75
O -3.09 -19.89 6.77
H -3.06 -20.39 7.58
H -3.90 -20.18 6.33
```

=====

Entry x
Computed, not measured: H22HeO11 as an isolated structure, with wB97M-V/def2-TZVPD.

As for the multiplicity: 1. The value obtained for the LUMO energy is -0.311 eV.

XYZ file:
```
34
H22HeO11, DFT wB97M-V/def2-TZVPD
He -0.16 -0.03 0.34
O 1.84 0.62 1.90
H 2.12 0.24 1.07
H 1.07 1.14 1.69
O 1.00 -1.03 -3.64
H 0.46 -0.24 -3.59
H 0.42 -1.70 -4.01
O -1.88 2.27 -1.07
H -1.95 2.72 -1.91
H -1.93 1.34 -1.29
O 3.34 -0.46 -0.29
H 4.13 -0.94 -0.05
H 3.66 0.29 -0.79
O -1.76 -3.66 0.06
H -1.88 -3.16 0.87
H -0.82 -3.62 -0.11
O -2.94 -1.24 1.33
H -2.15 -1.00 1.82
H -2.79 -0.89 0.45
O -0.63 -0.97 2.95
H 0.19 -0.59 2.63
H -0.79 -0.53 3.79
O -0.35 2.47 1.24
H -1.04 2.68 1.87
H -0.79 2.40 0.40
O -2.05 -0.46 -1.26
H -2.70 -0.71 -1.92
H -1.44 -1.19 -1.22
O 0.99 -2.11 -1.02
H 1.64 -1.65 -0.49
H 1.04 -1.68 -1.87
O 2.10 4.09 1.05
H 2.67 4.09 0.29
H 1.37 3.52 0.81
```

=====

Computed energies relative to the best structure, in kcal/mol: entry w 18.3; entry x 0.0